(1)
12
Properties=species:S:1:pos:R:3 method="wB97M-V/def2-TZVPD" e_lumo_ev=0.018 homo_lumo_gap_ev=9.32 fmax_ev_per_a=12.11 e_above_lowest_kcal_mol=158.62 mol_weight_g_mol=72.060 homo_ha=-0.342
H 1.6768 0.5522 1.1296
H 0.3679 0.0871 -0.9542
H 0.8859 0.4407 -2.3320
H 1.0536 -0.4735 2.0524
O 0.8361 0.1643 1.3725
O -1.5074 -1.2532 0.2238
H 0.4196 0.4143 0.3727
H -0.6393 1.3639 -0.1459
H -2.3536 -0.9522 0.5548
O 0.7388 -0.3019 -1.7462
H -1.1702 -0.5131 -0.2811
O -0.3083 0.4714 -0.2464


(2)
9
Properties=species:S:1:pos:R:3 method="wB97M-V/def2-TZVPD" e_lumo_ev="-0.844 / -0.811" homo_lumo_gap_ev="8.50 / 7.00" fmax_ev_per_a=2.05 e_above_lowest_kcal_mol=72.55 mol_weight_g_mol=64.087 homo_ha="-0.343 / -0.287"
C -0.8623 -0.0719 -0.0614
C 2.4614 -0.5608 0.1803
H -2.9440 -0.9201 -0.2670
C 1.7237 0.5328 -0.1775
C -2.2570 -0.0942 0.0657
C 0.3163 0.3370 -0.1569
H 2.2382 -1.6519 -0.1031
H 1.9889 1.5715 0.0435
H -2.6653 0.8577 0.4764


(3)
22
Properties=species:S:1:pos:R:3 method="wB97M-V/def2-TZVPD" smiles="C=C(C)C(=C)CCC" e_lumo_ev=1.060 homo_lumo_gap_ev=10.13 fmax_ev_per_a=0.93 e_above_lowest_kcal_mol=27.66 mol_weight_g_mol=110.200 homo_ha=-0.333
H -1.2170 -2.3958 -1.8444
H 2.6135 -0.6353 0.0739
H -1.2016 1.9630 3.0004
C -0.4910 1.4635 2.3489
H 0.9378 -1.9619 -3.1740
C 1.8674 0.1233 0.2428
H 0.0410 2.0889 -0.2198
C 1.1100 -1.1924 -2.4273
C 0.4011 -1.0621 -1.3098
C 0.6844 0.0692 -0.3578
H -1.0778 1.0058 -1.0681
H -0.3972 -2.8147 -0.3343
H -0.1080 0.6239 2.9287
H 2.1346 0.9110 0.9322
C -0.4152 1.0999 -0.2168
H -2.1117 1.6188 0.9537
H -1.4927 -1.5012 -0.3555
H 1.9164 -0.5069 -2.6563
H -1.5617 -0.0336 1.2512
C -1.2374 0.9917 1.0851
H 0.3349 2.1333 2.1138
C -0.7296 -1.9886 -0.9666


(4)
51
Properties=species:S:1:pos:R:3 method="wB97M-V/def2-TZVPD" charge=-1 e_lumo_ev=1.812 homo_lumo_gap_ev=6.80 fmax_ev_per_a=2.08 e_above_lowest_kcal_mol=14.91 mol_weight_g_mol=515.849 homo_ha=-0.183
H 3.9126 -0.6059 1.2150
S 2.5059 -1.5469 -1.6791
N 1.7714 1.1918 0.1421
C -2.1111 -1.5865 1.6967
H 3.1248 -3.2279 1.7155
C 3.2734 -2.6092 -0.3983
O -2.9059 -2.1154 2.4992
H -1.9356 -1.8101 -2.0799
H -1.6599 2.2273 -0.5878
C -3.2630 1.9388 2.4670
H -3.1231 0.2414 -2.0850
N -1.6669 0.5223 0.5783
C -4.1785 2.6809 3.4205
H 4.2949 0.0740 -0.9948
H 1.2403 2.0802 0.2462
H -2.5394 1.0546 -4.3751
H 1.6432 -3.4859 0.7516
O -1.2052 -2.4575 -1.7917
O -0.3561 0.5340 -2.0490
C 2.4627 -2.8020 0.9302
C -2.9915 0.5891 2.6108
H 3.3190 2.1378 -0.9181
C -2.2735 -0.0999 1.5789
C 2.5274 1.3522 -1.0650
C 2.5230 1.0199 1.4166
C 3.3764 0.1254 -1.5617
O -4.4869 3.8098 3.0201
H 3.3495 -3.5616 -0.9106
H 3.1728 -0.5281 2.7308
N -2.8344 -0.4263 -2.7981
C 2.9707 -0.4182 1.6727
H -3.2391 0.0088 3.5219
N 1.9270 -1.4806 1.3959
H -2.8238 3.5454 1.0896
O -1.1312 -2.1186 1.0359
H 1.8202 1.2385 2.2242
C -2.7131 2.5106 1.3050
O -0.3084 1.9053 -3.8892
H -3.7235 -0.7763 -3.1846
H 4.3003 -2.2544 -0.2302
H 1.3232 -1.5860 2.2080
H -1.5839 -2.8633 -0.9658
C -0.7679 0.9748 -3.1888
H -1.6618 -0.4638 -4.5090
H 1.8938 1.7515 -1.8623
H 3.6743 0.4272 -2.5746
Cd 0.0992 -0.8619 -0.3120
H 3.4463 1.6229 1.5058
C -1.9972 1.7872 0.3589
C -2.0040 0.2854 -3.7907
O -4.4674 2.0492 4.4644


(5)
15
Properties=species:S:1:pos:R:3 method="wB97M-V/def2-TZVPD" e_lumo_ev=0.386 homo_lumo_gap_ev=8.66 fmax_ev_per_a=0.44 e_above_lowest_kcal_mol=76.30 mol_weight_g_mol=96.133 homo_ha=-0.304
C -0.2193 1.3869 0.5182
H 2.1069 -1.4972 1.3205
C 1.5696 -0.1131 -0.2696
C 0.9073 1.0498 -0.3641
H -1.7080 -0.8964 0.7227
H -1.5282 -2.4807 -0.0386
C 1.2530 -1.1816 0.7097
H -0.8378 -1.0303 -0.8210
N 0.1609 -1.7893 0.9333
H 1.2477 1.7867 -1.1019
N -1.1769 2.0234 -0.1191
H 2.4380 -0.2917 -0.9043
H -1.1918 2.2338 -1.1194
C -1.0251 -1.5256 0.1422
H -1.9964 2.3254 0.3913


(6)
14
Properties=species:S:1:pos:R:3 method="wB97M-V/def2-TZVPD" smiles="C=CC=C.C=O" e_lumo_ev=0.415 homo_lumo_gap_ev=9.36 fmax_ev_per_a=1.35 e_above_lowest_kcal_mol=80.40 mol_weight_g_mol=84.118 homo_ha=-0.329
C 0.9102 0.1346 0.3380
H 1.3529 0.3719 1.3059
H -1.2724 -0.6338 -1.2621
H 0.8159 -1.9388 0.6026
C 0.2317 -1.1517 0.1339
H -0.8187 2.1025 0.3784
H -0.7771 1.1191 1.9577
H -1.1123 -2.4294 -0.8231
C -1.1800 1.2234 0.9335
C 1.3956 0.6309 -0.7968
H 2.3617 1.1023 -0.8391
H 0.8818 0.4030 -1.7263
C -0.7624 -1.4149 -0.7016
O -2.0269 0.4810 0.4990


(7)
76
Properties=species:S:1:pos:R:3 method="wB97M-V/def2-TZVPD" charge=+3 e_lumo_ev=-10.323 homo_lumo_gap_ev=6.70 fmax_ev_per_a=1.28 e_above_lowest_kcal_mol=10.72 mol_weight_g_mol=697.808 homo_ha=-0.626
P -0.1215 2.7848 -0.7400
H -1.1232 2.7426 -3.4796
Cl -0.8753 0.8712 1.9809
C 3.7505 2.9055 -1.8433
H 4.4009 -2.9451 0.2981
H -2.0890 -3.9791 3.2795
H -3.8776 -3.9755 -2.0247
C 2.5628 2.5671 -1.2219
C -0.0167 3.0000 3.3824
H -2.3796 -5.6146 -1.5277
H -4.4996 4.9494 -0.5988
C -1.8477 3.2438 -2.8458
H -3.3485 -1.0451 1.4147
C 1.3683 4.0908 -2.6842
C 1.3708 3.1531 -1.6558
C -1.6315 3.3838 -1.4707
H 3.3846 -1.2274 2.7138
H 1.1134 6.0791 2.5131
C 3.7723 -2.6009 -0.5254
In -0.2822 0.2894 -0.8604
C -2.5879 3.9837 -0.6535
H 1.3651 -3.3299 3.7718
N -2.0313 -3.5955 -1.1025
H -3.3007 -1.8076 3.0100
C 0.5547 4.5408 1.1372
H 2.1505 -0.1330 2.0504
P -1.5012 -2.6519 0.0882
C 0.7428 5.0700 2.4028
H -0.9696 -5.3353 -0.5172
C 3.7514 3.8342 -2.8806
C -3.7565 4.4733 -1.2233
C 0.4626 4.2974 3.5197
O 0.0146 -3.1281 0.2598
C -3.1671 -3.1564 -1.9294
N -2.1571 -2.7884 1.5615
H -0.2456 2.3990 4.2513
N 2.4096 -3.1579 -0.4360
H 2.8222 -4.8698 -1.5507
O 1.2091 -0.8841 -0.1054
H 1.3005 -4.2577 2.2734
H -2.8299 -2.8651 -2.9247
H -3.6837 -2.3158 -1.4684
H 0.7933 5.1440 0.2685
H 4.2151 -2.9288 -1.4640
H 4.6841 4.1009 -3.3586
C -3.3412 -1.9972 1.9387
H 1.9202 -0.8679 3.6428
N 1.6062 -2.1706 2.0421
O -1.5740 -1.1704 -0.2940
H 2.9161 -5.1239 0.1991
C -3.0110 3.7453 -3.4003
C -2.1225 -4.1155 2.2001
H -4.2616 -2.5398 1.7154
H 1.3374 -4.9724 -0.6058
H 2.5797 5.1607 -4.0904
P 1.3633 -2.3002 0.4464
C 2.5707 4.4269 -3.2965
H 2.8606 -3.6694 2.8798
H -3.0085 -4.6996 1.9442
H 2.5676 1.8528 -0.4022
H -3.1830 3.6567 -4.4641
H -0.8967 -4.9670 -2.2529
H -1.2336 -4.6683 1.9004
C -0.2142 2.4846 2.1180
C -3.9605 4.3612 -2.5889
C -1.5309 -4.9527 -1.3660
H -2.4212 4.0889 0.4112
H -4.8679 4.7496 -3.0307
H 0.6128 4.7030 4.5111
C 2.3637 -4.6199 -0.5954
C 0.0658 3.2370 0.9781
C 2.3133 -1.0309 2.6401
H 0.4530 4.5754 -2.9971
H 4.6791 2.4568 -1.5187
H 3.7410 -1.5120 -0.5283
C 1.8001 -3.4318 2.7791


(8)
17
Properties=species:S:1:pos:R:3 method="wB97M-V/def2-TZVPD" e_lumo_ev="-0.864 / 0.389" homo_lumo_gap_ev="7.76 / 8.22" fmax_ev_per_a=4.65 e_above_lowest_kcal_mol=45.03 mol_weight_g_mol=160.103 homo_ha="-0.317 / -0.288"
H 1.6312 2.2697 -1.2995
H 3.0289 1.4546 0.6447
H -3.5822 -0.7029 1.1731
F -3.6396 0.7611 -0.2992
C 2.2126 0.9624 0.2454
C 1.3822 1.3183 -0.8142
H 0.8854 -2.1454 1.0945
C -3.0607 0.0021 0.6558
H 2.6262 -0.3436 1.8775
C 0.4585 0.4210 -1.1207
H -0.2303 0.7515 -1.8977
C 0.2665 -0.8098 -0.4450
H -1.5998 -1.4216 -2.0338
C 1.9953 -0.1549 1.0180
F -2.2137 0.7805 1.3265
C 1.0064 -1.1629 0.6669
P -1.1669 -1.9803 -0.7924


(9)
82
Properties=species:S:1:pos:R:3 method="wB97M-V/def2-TZVPD" charge=-2 e_lumo_ev=3.918 homo_lumo_gap_ev=6.31 fmax_ev_per_a=1.19 e_above_lowest_kcal_mol=0.00 mol_weight_g_mol=840.510 homo_ha=-0.088
H -6.9093 -1.2920 1.9173
H -3.6612 -0.2207 1.2261
C -5.4142 1.3675 -1.0200
H -6.2684 -4.9772 -0.2033
C 0.0621 -3.2190 -1.4699
C -7.6707 0.6883 -1.5625
H 2.2858 -2.2565 2.0254
C 6.5808 -2.9365 4.1130
C -6.2774 -1.9707 1.3593
C -4.6084 -3.6278 -0.0910
C 4.9089 -3.6553 2.5487
H -7.1674 2.4541 -0.4540
C -2.5798 0.2298 4.1147
H 5.0132 -2.6129 -3.3783
O -4.6002 -0.3606 1.5387
C 4.4553 0.0517 3.0884
H -2.9848 1.2111 4.3411
H -7.7657 -3.4761 1.1047
H -4.0755 -0.8341 5.2404
C -4.4768 2.3221 -0.3280
C 5.0099 -1.3417 3.2058
H 0.9286 2.5850 3.5519
C 3.2951 -3.8948 -3.1942
N -1.9336 2.1396 1.0572
H -5.4268 -1.5360 -2.7617
C -2.7092 -1.9847 0.0415
H 5.2531 0.7929 3.0407
C -4.1078 -2.4093 0.3616
H 3.7199 -4.7102 -3.7661
H -1.1194 -3.2370 3.2393
C -3.1873 -0.9125 4.6273
S -0.1230 2.1957 -0.9985
H 7.4281 -3.1546 4.7526
H -3.8718 0.0744 -1.7319
C -0.6984 1.3569 2.8770
H 1.4357 -4.8862 -2.8310
H -3.9364 -4.2567 -0.6585
C -7.1893 -0.4353 -2.2147
Ca -0.1002 -0.3830 0.2348
H 4.0358 -0.7793 -2.0517
H -8.7377 0.8700 -1.5055
H 0.1634 1.5824 4.8284
H 3.3192 -2.5278 0.6036
N -0.7018 -2.3866 -0.8795
H 1.2171 0.8274 3.6345
C 2.1811 -1.7643 -1.6634
H 3.8173 0.2887 3.9424
H -0.3410 -4.2122 -1.6949
C 2.0200 -3.9871 -2.6644
C -6.7867 1.5815 -0.9730
O 1.7400 -0.7995 -0.9340
C -2.6518 -2.1532 4.3057
C 3.2486 -2.0261 1.5663
O 0.1584 -1.1797 2.2229
N -1.9817 -2.8735 -0.5915
C -5.9074 -4.0250 0.1659
C -1.5283 -2.2694 3.5045
H -3.1295 -3.0545 4.6785
C 3.4747 -1.6882 -2.2359
H -5.0245 3.2312 -0.0688
O -2.3664 -0.7977 0.3831
C 1.4354 -2.9610 -1.9182
C -6.7420 -3.1840 0.8994
C -5.8194 -0.6533 -2.2750
N -0.8305 2.1633 1.9032
Te 3.2897 0.0854 1.2814
C 4.0124 -2.7211 -2.9720
C -1.6510 2.3003 -0.1873
C -1.4706 0.1394 3.2934
C -4.9639 -1.5664 1.0953
H -4.1185 1.8914 0.6128
C -0.9024 -1.1262 2.9798
H -7.8740 -1.1433 -2.6649
H 6.5514 -0.8490 4.6046
C 5.9866 -3.9465 3.3695
H 6.3671 -4.9594 3.4230
C 0.4787 1.6209 3.7834
C -4.9408 0.2421 -1.6888
C 6.0896 -1.6434 4.0288
H 4.4461 -4.4380 1.9597
C 4.4117 -2.3594 2.4558
S -2.9961 2.7334 -1.2858


(10)
54
Properties=species:S:1:pos:R:3 method="wB97M-V/def2-TZVPD" charge=+2 e_lumo_ev="-5.202 / -5.206" homo_lumo_gap_ev="6.76 / 6.87" fmax_ev_per_a=3.82 e_above_lowest_kcal_mol=17.10 mol_weight_g_mol=499.667 homo_ha="-0.440 / -0.444" spin_multiplicity=4
H 13.1866 4.5639 7.9445
C 11.9889 7.7977 9.9324
H 7.7185 13.7743 3.4444
H 12.1710 5.5758 10.1876
H 14.4361 7.4705 4.7769
H 6.3250 5.0086 6.4864
H 11.0552 10.7665 9.2736
S 7.9801 10.0048 7.8904
C 11.7967 9.9989 9.0772
O 12.7638 9.0534 7.0695
C 6.3144 10.5312 7.7188
H 12.8918 8.3989 4.1892
N 9.2540 6.1709 6.8069
V 11.0110 7.7918 6.9122
C 13.0117 5.6330 6.0496
H 7.7938 7.6340 7.2745
C 7.2266 13.1262 4.2060
H 12.2330 4.9101 5.7109
H 7.0112 6.0329 5.1801
S 9.7504 9.2946 5.3814
H 13.5937 10.7231 7.9588
H 10.5692 6.2135 9.6671
S 5.8709 11.1813 6.2167
C 7.3620 10.7327 5.3852
N 5.4867 7.0308 6.4033
H 7.6620 6.1799 8.1868
C 8.2420 9.9323 6.1062
H 9.1988 5.8378 5.8708
H 13.9571 5.4347 5.5644
H 6.1943 13.2861 4.1089
C 13.0561 5.6157 7.5596
C 6.7328 6.0165 6.2696
O 11.8305 6.1759 8.0576
C 12.5536 10.3031 7.7877
O 12.5417 6.9721 5.6466
H 13.0491 8.0027 9.8344
H 14.7689 8.8830 6.5168
H 13.6923 9.9593 5.5131
S 5.1145 10.3470 8.8787
H 4.7159 6.7809 5.8391
H 5.8605 7.9587 6.0582
C 13.7564 9.0330 6.0618
H 12.4750 10.1392 9.9206
H 13.9161 6.2228 7.8888
O 11.2119 8.6566 9.0960
H 9.4922 5.3374 7.3846
H 5.2332 7.1599 7.4189
H 7.5239 13.5176 5.2221
H 12.0206 10.9309 7.0795
C 7.8267 6.5163 7.1866
S 7.8289 11.4911 3.8565
C 13.4321 7.9418 5.0622
C 11.6650 6.3543 9.5353
H 11.6703 7.9084 10.9833


(11)
39
Properties=species:S:1:pos:R:3 method="wB97M-V/def2-TZVPD" charge=-1 e_lumo_ev="1.574 / 1.501" homo_lumo_gap_ev="6.39 / 6.70" fmax_ev_per_a=0.24 e_above_lowest_kcal_mol=1.81 mol_weight_g_mol=578.432 homo_ha="-0.177 / -0.191" spin_multiplicity=3
I -0.4295 5.4612 1.4939
H -1.7059 4.0248 -0.3726
H 3.0330 0.1031 -1.5137
H -1.5984 -2.4255 -0.6767
H 1.1192 -2.7855 0.2546
H -3.2005 0.3810 2.1804
H -3.7165 -1.9671 0.9042
H 1.3490 -2.0937 -4.6326
H 0.6165 -0.2525 -3.1414
H 4.0766 2.4570 -0.7379
C 2.0918 -4.5388 -3.8787
C -2.8423 -1.3492 0.7781
C 1.6584 -3.4716 -3.0169
F -1.5805 2.3386 3.7053
C -1.7561 -1.5849 -0.0204
H 1.8793 -4.6273 -1.2227
C -1.7188 3.9342 0.7073
H -2.6964 4.1110 1.1456
C 1.2513 0.7916 -0.3556
C 0.3683 -0.2989 -0.4593
H 2.1548 3.6575 0.7587
C 0.8898 -1.2148 -2.7291
C 3.0981 2.0647 -0.5114
C 2.1091 2.6922 0.2762
C 1.3011 -2.2398 -3.5620
N -1.4287 0.3896 1.0822
N 2.4376 -5.3917 -4.5677
C 1.5967 -3.6700 -1.6395
C 1.1743 -2.6411 -0.8165
F -1.7523 1.6429 5.8916
Pd -0.7104 2.3122 1.5800
C -2.5889 -0.1160 1.4417
N 1.0176 1.9449 0.3725
C 2.5583 0.8619 -0.9126
F -2.0933 0.1439 4.1754
F -3.6389 1.7954 4.5765
C -0.8549 -0.4862 0.1680
C 0.8187 -1.4065 -1.3519
B -2.2869 1.4534 4.6271


(12)
8
Properties=species:S:1:pos:R:3 method="wB97M-V/def2-TZVPD" e_lumo_ev=-0.940 homo_lumo_gap_ev=9.60 fmax_ev_per_a=4.46 e_above_lowest_kcal_mol=132.85 mol_weight_g_mol=65.075 homo_ha=-0.387
C 2.2343 -1.5914 -0.2865
C -0.2583 0.5093 0.4076
H -2.4417 0.3748 0.3667
H 3.2078 -1.9345 -0.4397
C -1.6029 0.7710 -0.0858
N -0.6181 1.6075 0.9055
C 1.3747 -0.8797 0.1748
H -1.8958 1.1429 -1.0427


(13)
12
Properties=species:S:1:pos:R:3 method="wB97M-V/def2-TZVPD" smiles="C/C=[N+](/C)[O-]" e_lumo_ev="0.858 / 0.427" homo_lumo_gap_ev="9.10 / 8.43" fmax_ev_per_a=6.14 e_above_lowest_kcal_mol=126.41 mol_weight_g_mol=73.095 homo_ha="-0.303 / -0.294"
H -2.5479 -0.0545 -0.7861
C 0.8744 0.5533 0.0693
N -0.6329 -0.1690 0.0072
O -0.6871 -1.4096 0.0593
H 2.7320 -0.3178 -0.7260
H -2.4029 0.5972 0.9654
H 2.2505 -0.8904 0.9495
H 0.7289 1.6153 0.3304
C 1.8586 -0.5478 -0.0285
C -1.8512 0.5649 -0.0401
H 1.2293 -1.4863 -0.4385
H -1.5519 1.5448 -0.3618


(14)
44
Properties=species:S:1:pos:R:3 method="wB97M-V/def2-TZVPD" charge=+1 e_lumo_ev=-2.872 homo_lumo_gap_ev=8.46 fmax_ev_per_a=0.89 e_above_lowest_kcal_mol=0.00 mol_weight_g_mol=288.414 homo_ha=-0.416
C 0.7093 2.0214 -0.4387
C 0.8211 -1.2272 -2.2848
N -0.3728 0.9673 1.5454
H 0.9667 -2.2784 -2.0900
C -2.0503 -2.5848 0.4633
C 0.8606 1.6180 1.0035
C 0.0374 -2.2568 1.6387
C 0.8830 -1.6397 2.6585
C 0.8585 -0.3343 -1.2495
H -1.4736 2.7300 1.8757
C -0.2082 0.6400 2.9885
C 0.6870 1.0487 -1.4749
H 1.6905 0.9208 1.1384
H 0.3262 4.8406 -2.2727
H 1.0627 -0.7050 -0.2553
C 0.6124 -3.2356 0.8223
H -1.8313 -1.2973 2.1376
C 0.4490 0.5419 -3.8563
H 1.0540 2.5071 1.6081
H -3.0976 -2.3509 0.3461
H 0.6166 4.0949 0.0413
H -2.4586 1.2727 1.6545
H -1.6647 2.0257 0.2618
C 0.3594 2.8697 -3.0795
H -2.0322 -4.0140 -1.1285
H -1.1796 0.3374 3.3900
H 1.6486 -3.5027 0.9694
H 1.5553 -0.1858 3.9737
H 0.2985 0.8936 -4.8655
H 0.0885 1.5546 3.5058
C -1.3157 -1.9539 1.4523
H 0.3383 -4.6170 -0.7806
C 0.5820 3.3553 -0.7456
C 0.8116 -0.4375 3.2328
H 0.2191 3.1875 -4.1012
C -1.4550 -3.5256 -0.3597
C 0.4149 3.7858 -2.0676
H 0.5705 -1.5119 -4.4002
C -0.1231 -3.8577 -0.1679
H 1.7162 -2.2635 2.9555
H -0.5056 0.0693 1.0465
C 0.6018 -0.7909 -3.5987
C 0.4940 1.4913 -2.8136
C -1.5654 1.7971 1.3213